Record 1
ORCA calculation (the ωB97M-V functional and the def2-TZVPD basis) on C52H46GaN10O2S as an isolated structure.

Geometry as XYZ:
```
112
C52H46GaN10O2S, DFT the ωB97M-V functional and the def2-TZVPD basis
Ga -0.2972 0.6057 0.7451
C 3.3613 -3.4751 4.3481
C 2.8280 -2.1933 3.7742
C 2.1614 -1.2649 4.5688
C 1.5816 -0.1379 4.0120
C 1.6626 0.1194 2.6504
N 0.9958 1.2281 2.0539
C 1.7741 2.3721 1.9383
C 3.1113 2.4268 2.3644
C 3.8681 3.5781 2.2559
C 3.3596 4.7463 1.6953
C 4.2045 5.9796 1.5313
C 2.0469 4.7052 1.2572
C 1.2734 3.5599 1.3913
N -0.0859 3.6296 0.9630
C -0.9276 4.6627 1.1202
C -2.0695 4.3929 0.3939
C -1.8298 3.1485 -0.1788
N -0.6255 2.6878 0.1635
C 2.3952 -0.7740 1.8738
C 2.9415 -1.9276 2.4160
N 2.6308 -0.4960 0.4943
C 3.7848 -0.7222 -0.1666
C 3.6071 -0.3183 -1.4667
C 2.2892 0.1485 -1.5093
N 1.7023 0.0462 -0.3223
H 3.5917 -3.3673 5.4072
H 2.6186 -4.2694 4.2441
H 4.2642 -3.7982 3.8307
H 2.0706 -1.4429 5.6333
H 1.0458 0.5662 4.6373
H 3.5562 1.5470 2.8083
H 4.8914 3.5627 2.6125
H 4.9656 6.0379 2.3085
H 4.7180 5.9792 0.5677
H 3.6004 6.8851 1.5829
H 1.6071 5.5792 0.7901
H -0.6501 5.5089 1.7249
H -2.9475 5.0063 0.3008
H -2.4828 2.5554 -0.7968
H 3.4374 -2.6407 1.7675
H 4.6420 -1.1270 0.3427
H 4.3273 -0.3428 -2.2646
H 1.7563 0.5644 -2.3468
S -1.9887 -1.4745 -5.2978
C -1.6171 -0.7725 -3.7399
C -0.9595 0.4408 -3.5400
C -0.7037 0.8609 -2.2527
N -1.0545 0.1586 -1.1669
C -1.7239 -0.9928 -1.3610
C -2.0227 -1.4824 -2.6087
C -1.1031 -0.3912 -6.3966
C -1.7547 0.6396 -7.0572
C -1.0091 1.4427 -7.9095
N 0.2918 1.2724 -8.1285
C 0.8986 0.2715 -7.4991
C 0.2495 -0.5907 -6.6244
H -0.6333 1.0507 -4.3700
H -0.1749 1.7875 -2.0726
H -2.0041 -1.5361 -0.4725
H -2.5368 -2.4297 -2.6985
H -2.8132 0.8113 -6.9166
H -1.4819 2.2603 -8.4412
H 1.9557 0.1456 -7.7036
H 0.7841 -1.3954 -6.1372
N -3.1081 0.8730 3.7643
C -1.9396 1.0192 3.1277
N -2.0534 0.8686 1.8288
C -3.3973 0.5640 1.5934
C -4.0989 0.3095 0.4158
C -5.4504 0.0450 0.5169
C -6.1073 0.0366 1.7551
C -5.4291 0.2988 2.9278
C -4.0697 0.5594 2.8175
H -3.2271 0.8906 4.7624
H -1.0103 1.2334 3.6270
H -3.6105 0.3133 -0.5473
H -6.0190 -0.1600 -0.3802
H -7.1666 -0.1771 1.7905
H -5.9332 0.2980 3.8847
C -1.0644 -5.7396 -4.5077
C -0.0529 -4.9085 -3.7644
C 1.1148 -4.5112 -4.4053
C 2.0540 -3.7296 -3.7496
C 1.8429 -3.3682 -2.4318
C 0.6817 -3.7628 -1.7713
N 0.4790 -3.2986 -0.4547
C 0.2444 -4.0710 0.6675
C 0.5021 -5.4485 0.6272
C 0.2925 -6.2461 1.7333
C -0.1736 -5.6997 2.9254
C -0.4217 -4.3434 2.9789
C -0.2278 -3.5103 1.8753
C -0.5464 -2.0615 2.0800
O -1.0220 -1.6577 3.1273
O -0.3112 -1.2935 1.0357
C -0.2939 -4.5133 -2.4406
C -1.6023 -4.8525 -1.7805
H -0.6692 -6.0546 -5.4717
H -1.9859 -5.1816 -4.6926
H -1.3403 -6.6328 -3.9451
H 1.2869 -4.8200 -5.4292
H 2.9627 -3.4292 -4.2562
H 2.5792 -2.7893 -1.8888
H 0.6038 -2.3146 -0.2790
H 0.8888 -5.8783 -0.2880
H 0.5065 -7.3056 1.6686
H -0.3382 -6.3243 3.7926
H -0.7841 -3.8803 3.8868
H -1.6004 -5.8633 -1.3648
H -2.4232 -4.8025 -2.4969
H -1.8200 -4.1725 -0.9576
```

Summary:
- ΔE to the lowest compared entry with this formula, charge and spin: 8.0 kcal/mol
- LUMO energy: -2.37 eV
- Net charge: +1
- Orbital gap: 7.12 eV

Record 2
ORCA calculation (the ωB97M-V functional and the def2-TZVPD basis) on C52H47Cl5N9OPb as an isolated structure in a non-equilibrium geometry.

Geometry as XYZ:
```
115
C52H47Cl5N9OPb, DFT the ωB97M-V functional and the def2-TZVPD basis
Pb 0.4833 -0.4294 -0.3253
C -1.3194 3.6282 1.2289
C -1.2431 2.2846 0.5635
N -0.8477 1.1920 1.1370
N -0.3853 1.3016 2.4671
C 1.0227 1.1276 2.5996
O 1.6970 0.7219 1.6298
C 1.4778 1.5492 3.8525
C 2.7919 1.3486 4.2921
C 3.1868 1.7009 5.5509
C 2.2469 2.2792 6.4432
C 0.9540 2.4466 6.1080
C 0.4068 2.0178 4.7934
C -1.6455 2.1871 -0.8166
C -2.3994 3.1995 -1.4369
C -2.7870 3.0522 -2.7452
C -2.4285 1.8850 -3.4262
C -1.6749 0.9446 -2.7502
N -1.2650 1.0877 -1.5045
H -0.8012 3.6037 2.1849
H -2.3636 3.8915 1.4035
H -0.8570 4.3805 0.5898
H 3.4763 0.9005 3.5871
H 4.1990 1.5507 5.8884
H 2.5883 2.6056 7.4161
H 0.2569 2.9007 6.7971
H -0.1862 2.8392 4.3548
H -2.6781 4.0830 -0.8856
H -3.3560 3.8286 -3.2346
H -2.7125 1.7348 -4.4554
H -1.3600 0.0371 -3.2449
N -3.9441 -0.8881 4.1527
C -2.7811 -1.5028 3.6294
N -2.5200 -1.3646 2.2335
C -3.4458 -0.7953 1.3686
N -3.3007 -0.8613 0.0976
N -2.2612 -1.2587 -0.5815
C -2.3916 -2.1958 -1.4571
C -1.3431 -2.5848 -2.3531
C -1.6351 -3.4596 -3.4166
C -0.6369 -3.8368 -4.2849
C 0.6547 -3.3605 -4.0650
C 0.8726 -2.5345 -2.9762
N -0.0877 -2.1428 -2.1562
C -4.7201 -0.3553 1.9206
C -5.7599 0.0792 1.1005
C -6.9569 0.5047 1.6401
C -7.1267 0.5082 3.0200
C -6.1150 0.0741 3.8499
C -4.9090 -0.3830 3.3183
H -3.9248 -0.5804 5.1130
H -2.6135 -2.5100 4.0207
H -3.3205 -2.7694 -1.5393
H -2.6484 -3.8095 -3.5524
H -0.8499 -4.4877 -5.1228
H 1.4738 -3.6282 -4.7120
H 1.8611 -2.1674 -2.7449
H -5.6035 0.0883 0.0320
H -7.7592 0.8328 0.9941
H -8.0580 0.8404 3.4562
H -6.2383 0.0714 4.9234
Cl 0.2133 -2.4547 1.8132
C -0.2718 -1.5274 3.1763
C -1.5462 -0.7811 3.1247
C -1.2582 0.6993 3.4360
Cl -2.7682 1.7112 3.3559
C -0.6137 0.8001 4.8564
Cl -1.8806 1.1560 6.1013
C 0.0799 -0.4425 5.2573
Cl 0.7050 -0.4952 6.8697
C 0.4822 -1.3654 4.3159
Cl 1.8212 -2.4207 4.6045
C 6.8601 -2.2694 -2.9453
C 5.6020 -2.2416 -2.1162
C 5.3211 -3.2611 -1.2197
C 4.1429 -3.2080 -0.4786
C 3.7842 -4.3189 0.4680
C 3.3009 -2.1300 -0.6225
C 3.5368 -1.0571 -1.5146
C 4.7221 -1.1854 -2.2791
N 2.6058 -0.0795 -1.5713
C 2.8046 1.1209 -2.3585
C 1.6715 2.0968 -2.0125
C 1.7428 3.3870 -2.8232
C 1.6485 3.0508 -4.3097
C 2.7993 2.1172 -4.6779
C 4.1344 2.7961 -4.3706
C 4.2046 3.1488 -2.8836
C 3.0607 4.0952 -2.5313
C 4.1108 1.8760 -2.0419
C 2.6932 0.8261 -3.8710
H 7.4590 -3.1499 -2.7185
H 7.4657 -1.3820 -2.7533
H 6.6191 -2.2817 -4.0098
H 6.0057 -4.0906 -1.0977
H 4.4846 -5.1480 0.3750
H 2.7784 -4.6847 0.2616
H 3.7980 -3.9659 1.4984
H 2.4050 -2.0899 -0.0148
H 4.9893 -0.4589 -3.0300
H 1.7044 2.3146 -0.9433
H 0.7319 1.5984 -2.2278
H 0.9019 4.0351 -2.5426
H 1.6961 3.9641 -4.9099
H 0.6918 2.5621 -4.5145
H 2.7494 1.8799 -5.7496
H 4.2403 3.7024 -4.9747
H 4.9563 2.1237 -4.6318
H 5.1626 3.6435 -2.6775
H 3.1359 5.0161 -3.1169
H 3.1115 4.3593 -1.4727
H 4.1059 2.1188 -0.9771
H 4.9889 1.2633 -2.2273
H 3.4718 0.1312 -4.1845
H 1.7306 0.3384 -4.0525
```

Summary:
- ΔE to the lowest compared entry with this formula, charge and spin: 113.5 kcal/mol
- LUMO energy: 1.19 eV
- Net charge: -1
- Orbital gap: 4.00 eV

- Which formula does entry 1 have?
  C52H46GaN10O2S

- The lowest orbital gap belongs to which entry?
  C52H47Cl5N9OPb